1.
{"formula": "C6H9F9KO13PS3", "method": "the ωB97M-V functional and the def2-TZVPD basis", "elements": ["K", "C", "F", "F", "F", "S", "O", "O", "O", "C", "F", "F", "F", "S", "O", "O", "O", "C", "F", "F", "F", "S", "O", "O", "O", "C", "O", "P", "O", "O", "C", "O", "C", "H", "H", "H", "H", "H", "H", "H", "H", "H"], "coordinates": [[-2.01, 0.70, 0.97], [0.53, 0.46, 5.75], [1.01, 0.02, 4.63], [-0.44, -0.29, 6.12], [1.50, 0.40, 6.73], [-0.08, 2.26, 5.61], [-1.18, 2.25, 4.64], [-0.51, 2.68, 6.93], [1.13, 3.03, 5.18], [-0.58, 7.51, -0.48], [-1.63, 7.63, -1.33], [0.37, 8.33, -0.87], [-0.96, 7.81, 0.77], [0.00, 5.74, -0.65], [-1.11, 4.97, -0.12], [0.31, 5.45, -2.08], [1.19, 5.61, 0.18], [4.55, -0.50, 0.64], [3.82, -1.36, -0.10], [4.52, -0.78, 1.94], [5.80, -0.50, 0.18], [3.78, 1.24, 0.36], [4.24, 1.70, -0.95], [2.36, 0.98, 0.44], [4.27, 2.10, 1.42], [-1.68, -2.42, -4.85], [-1.49, -3.67, -4.16], [-1.74, -3.76, -2.55], [-1.18, -2.69, -1.68], [-3.31, -3.80, -2.59], [-3.96, -4.19, -1.35], [-1.27, -5.30, -2.16], [0.13, -5.47, -2.05], [-0.91, -1.70, -4.55], [-2.64, -1.92, -4.76], [-1.59, -2.71, -5.89], [-4.87, -3.60, -1.23], [-3.44, -4.32, -0.40], [-4.41, -5.17, -1.56], [0.39, -6.17, -2.84], [0.38, -5.98, -1.12], [0.72, -4.57, -2.17]], "relative_energy_kj_mol": 405.5, "total_energy_ha": -4246.98332, "molar_mass_g_mol": 626.38, "total_charge": -2, "homo_energy_ha": -0.114}

***

2.
{"formula": "C45H91Cl2F10I2N4O17S2", "method": "the ωB97M-V functional and the def2-TZVPD basis", "elements": ["C", "C", "C", "C", "O", "C", "O", "C", "C", "O", "C", "N", "N", "C", "C", "N", "C", "Cl", "S", "O", "O", "F", "C", "C", "C", "C", "I", "C", "C", "I", "N", "Cl", "C", "C", "C", "F", "F", "C", "F", "F", "S", "F", "F", "F", "F", "F", "H", "H", "H", "H", "H", "H", "H", "H", "H", "H", "H", "H", "H", "H", "H", "H", "H", "H", "H", "H", "H", "H", "H", "H", "H", "H", "H", "H", "H", "H", "H", "H", "H", "H", "H", "C", "O", "C", "C", "O", "C", "C", "O", "C", "H", "H", "H", "H", "H", "H", "H", "H", "H", "H", "H", "H", "H", "H", "C", "O", "C", "C", "O", "C", "C", "O", "C", "H", "H", "H", "H", "H", "H", "H", "H", "H", "H", "H", "H", "H", "H", "C", "O", "C", "C", "O", "C", "C", "O", "C", "H", "H", "H", "H", "H", "H", "H", "H", "H", "H", "H", "H", "H", "H", "C", "O", "C", "C", "O", "C", "C", "O", "C", "H", "H", "H", "H", "H", "H", "H", "H", "H", "H", "H", "H", "H", "H"], "coordinates": [[1.29, 2.26, -0.22], [0.01, 1.62, 0.30], [-1.40, 2.36, 0.69], [-1.33, 3.75, -0.17], [-0.36, 4.79, 0.21], [-0.54, 6.04, -0.51], [0.66, 6.48, -1.30], [0.05, 7.42, -2.29], [1.15, 8.36, -3.07], [0.65, 8.49, -4.48], [-2.50, 1.44, -0.16], [-1.99, 0.10, -0.63], [-2.98, 2.08, -1.48], [-4.12, 1.36, -2.12], [-4.34, 2.09, -3.61], [-3.73, 1.27, 0.61], [-3.61, 0.71, 2.00], [-5.26, 1.33, 2.72], [-4.06, -1.04, 1.73], [-5.18, -1.63, 2.69], [-4.97, -1.09, 0.42], [-2.87, -2.18, 1.28], [-2.27, 1.20, 2.87], [-2.83, 1.43, 4.39], [-1.89, 1.29, 5.71], [-1.24, -0.05, 2.93], [0.93, 0.39, 3.39], [-1.35, -1.36, 3.82], [-2.56, -1.89, 4.71], [0.36, -1.58, 5.31], [-1.73, 2.50, 2.19], [-3.04, 3.72, 2.20], [-0.79, 3.33, 3.00], [-0.87, 4.91, 3.26], [-1.58, 5.49, 4.66], [-2.13, 4.38, 5.44], [-0.49, 6.05, 5.55], [-2.57, 6.77, 4.42], [-1.64, 7.97, 4.29], [-3.32, 6.76, 3.12], [-3.81, 7.18, 5.72], [-2.90, 6.66, 7.04], [-3.11, 8.78, 5.86], [-4.81, 7.86, 4.45], [-4.71, 5.74, 5.55], [-5.00, 7.72, 6.84], [2.25, 2.18, 0.47], [1.31, 2.75, -1.29], [0.27, 0.47, 0.45], [-0.91, 3.52, -1.27], [-2.33, 4.31, -0.37], [-1.44, 6.09, -1.25], [-0.69, 6.90, 0.30], [-0.67, 8.15, -1.71], [-0.53, 6.80, -3.10], [1.07, 9.44, -2.60], [2.25, 7.96, -3.03], [-0.37, 8.55, -4.42], [-2.72, -0.62, -0.77], [-1.46, 0.14, -1.52], [-2.21, 2.06, -2.20], [-3.97, 0.23, -2.36], [-5.18, 1.51, -1.58], [-4.23, 1.29, -4.49], [-3.62, 3.00, -3.78], [-5.44, 2.51, -3.70], [-4.47, 2.00, 0.51], [-3.46, 2.44, 4.56], [-3.67, 0.64, 4.73], [-2.01, 0.27, 6.31], [-2.27, 2.09, 6.51], [-0.75, 1.46, 5.62], [-1.15, -0.41, 1.78], [-1.05, -2.29, 3.10], [-3.62, -1.47, 4.62], [-2.68, -3.07, 4.54], [-2.33, -1.84, 5.89], [0.27, 3.19, 2.45], [-0.52, 2.93, 4.08], [-1.18, 5.66, 2.43], [0.27, 5.24, 3.43], [5.56, 0.84, -4.08], [4.92, -0.42, -4.01], [4.22, -0.65, -2.79], [2.74, -1.02, -3.02], [1.91, -0.05, -3.66], [2.21, 0.29, -5.01], [2.12, -0.84, -6.05], [3.12, -1.82, -5.85], [2.63, -3.15, -5.81], [6.59, 0.75, -3.73], [5.57, 1.16, -5.13], [5.02, 1.61, -3.51], [4.28, 0.21, -2.12], [4.71, -1.49, -2.29], [2.30, -1.19, -2.04], [2.65, -1.98, -3.53], [3.17, 0.80, -5.07], [1.47, 1.05, -5.29], [2.28, -0.41, -7.04], [1.11, -1.27, -6.03], [1.62, -3.21, -5.39], [3.29, -3.74, -5.17], [2.64, -3.58, -6.82], [1.67, 4.76, 12.64], [1.68, 5.13, 11.27], [1.91, 4.04, 10.38], [0.81, 3.92, 9.31], [-0.52, 3.65, 9.77], [-1.16, 4.65, 10.56], [-1.40, 6.01, 9.89], [-0.18, 6.69, 9.63], [-0.04, 7.17, 8.30], [2.67, 4.88, 13.06], [0.99, 5.44, 13.16], [1.31, 3.74, 12.79], [2.01, 3.10, 10.92], [2.86, 4.24, 9.87], [1.08, 3.07, 8.68], [0.80, 4.78, 8.64], [-0.65, 4.76, 11.51], [-2.15, 4.24, 10.80], [-1.98, 6.64, 10.57], [-1.99, 5.87, 8.97], [-0.55, 6.52, 7.57], [1.02, 7.18, 8.05], [-0.44, 8.19, 8.23], [0.33, -6.79, -5.92], [0.35, -6.42, -7.29], [0.58, -7.51, -8.18], [-0.52, -7.64, -9.24], [-1.85, -7.91, -8.78], [-2.50, -6.90, -8.00], [-2.73, -5.54, -8.67], [-1.51, -4.86, -8.92], [-1.37, -4.39, -10.26], [1.34, -6.68, -5.49], [-0.34, -6.11, -5.39], [-0.03, -7.81, -5.76], [0.68, -8.46, -7.64], [1.53, -7.32, -8.68], [-0.25, -8.49, -9.88], [-0.53, -6.78, -9.91], [-1.99, -6.79, -7.04], [-3.48, -7.32, -7.75], [-3.31, -4.91, -7.99], [-3.32, -5.68, -9.58], [-1.88, -5.03, -10.98], [-0.31, -4.37, -10.50], [-1.77, -3.37, -10.32], [4.27, -11.41, -3.11], [4.90, -10.17, -2.86], [5.22, -9.43, -4.03], [4.64, -8.01, -4.01], [3.21, -7.89, -3.97], [2.54, -8.36, -2.80], [2.89, -7.67, -1.47], [4.23, -7.94, -1.08], [4.98, -6.78, -0.74], [5.02, -12.20, -3.17], [3.60, -11.63, -2.27], [3.66, -11.39, -4.02], [4.89, -9.95, -4.94], [6.31, -9.35, -4.07], [4.94, -7.52, -4.94], [5.08, -7.40, -3.22], [2.64, -9.44, -2.72], [1.48, -8.18, -2.98], [2.24, -8.07, -0.69], [2.70, -6.59, -1.55], [4.68, -5.90, -1.32], [6.03, -6.98, -0.96], [4.88, -6.58, 0.33]], "total_energy_ha": -6576.53094, "molar_mass_g_mol": 1539.06, "total_charge": 1, "homo_energy_ha": -0.367}

***

3.
{"formula": "C3H3ClN2O", "method": "the ωB97M-V functional and the def2-TZVPD basis", "elements": ["O", "C", "C", "C", "Cl", "N", "N", "H", "H", "H"], "coordinates": [[2.34, 1.73, 0.27], [1.40, 0.69, 0.26], [0.69, 0.29, -0.85], [-0.43, -0.46, -0.27], [-2.00, -1.15, -0.90], [-0.34, -0.34, 1.06], [0.81, 0.36, 1.44], [2.60, 2.39, 1.09], [0.58, 0.73, -1.83], [-1.10, -0.65, 1.67]], "relative_energy_kj_mol": 194.3, "total_energy_ha": -760.98753, "molar_mass_g_mol": 118.52, "homo_energy_ha": -0.339, "smiles": "Oc1cc(Cl)[nH]n1"}

***

4.
{"formula": "C13H34BaF3N2O9S", "method": "the ωB97M-V functional and the def2-TZVPD basis", "elements": ["Ba", "C", "F", "F", "F", "S", "O", "O", "O", "C", "C", "C", "O", "C", "N", "H", "H", "H", "H", "H", "H", "H", "H", "H", "H", "H", "C", "C", "C", "O", "C", "N", "H", "H", "H", "H", "H", "H", "H", "H", "H", "H", "H", "C", "C", "O", "O", "H", "H", "H", "H", "H", "H", "C", "C", "O", "O", "H", "H", "H", "H", "H", "H"], "coordinates": [[-1.51, 5.60, -12.07], [1.46, 8.45, -6.67], [0.88, 9.44, -7.26], [2.59, 8.96, -6.15], [0.65, 8.00, -5.68], [1.87, 7.01, -7.96], [0.52, 6.67, -8.55], [2.76, 7.61, -9.00], [2.47, 5.99, -7.09], [-2.95, 0.48, -15.12], [-2.54, 1.36, -13.97], [-1.15, 1.02, -13.31], [-0.61, 2.12, -12.52], [0.41, 1.58, -11.76], [-2.55, 2.74, -14.51], [-3.07, -0.53, -14.73], [-2.26, 0.65, -15.95], [-3.97, 0.76, -15.36], [-3.22, 1.37, -13.11], [-0.38, 0.73, -14.03], [-1.38, 0.18, -12.65], [-0.02, 1.13, -10.87], [1.00, 2.37, -11.31], [1.06, 0.86, -12.26], [-1.72, 2.82, -15.08], [-3.31, 2.86, -15.16], [-4.34, 9.82, -15.61], [-3.38, 9.30, -14.53], [-4.06, 9.60, -13.15], [-3.16, 9.21, -12.11], [-3.72, 9.67, -10.84], [-3.18, 7.91, -14.81], [-4.61, 10.87, -15.59], [-5.33, 9.37, -15.52], [-3.93, 9.66, -16.60], [-2.43, 9.84, -14.57], [-4.99, 9.03, -13.17], [-4.39, 10.63, -13.00], [-4.80, 9.76, -10.78], [-3.18, 10.61, -10.68], [-3.59, 8.91, -10.08], [-2.83, 7.80, -15.75], [-4.04, 7.39, -14.84], [2.03, 8.15, -13.92], [2.57, 6.72, -14.05], [1.52, 5.77, -14.14], [1.28, 8.29, -12.77], [1.38, 8.49, -14.72], [2.83, 8.88, -13.91], [3.22, 6.52, -13.20], [3.24, 6.69, -14.91], [1.54, 5.25, -14.95], [1.97, 8.47, -12.13], [-5.20, 3.53, -9.69], [-5.93, 4.74, -10.36], [-5.37, 5.02, -11.60], [-3.83, 3.78, -9.59], [-5.33, 2.71, -10.39], [-5.68, 3.23, -8.76], [-6.02, 5.55, -9.64], [-6.94, 4.32, -10.42], [-5.99, 5.26, -12.29], [-3.52, 2.92, -9.31]], "relative_energy_kj_mol": 587.1, "total_energy_ha": -2025.34299, "molar_mass_g_mol": 588.81, "total_charge": 1, "homo_energy_ha": -0.374}

***

5.
{"formula": "C31H36AgN4OP", "method": "the ωB97M-V functional and the def2-TZVPD basis", "elements": ["Ag", "N", "C", "C", "N", "C", "C", "N", "C", "C", "N", "H", "H", "H", "H", "H", "H", "C", "C", "C", "C", "C", "C", "C", "C", "C", "C", "C", "C", "O", "H", "H", "H", "H", "H", "H", "H", "H", "H", "H", "H", "H", "H", "H", "H", "H", "H", "C", "P", "C", "C", "C", "C", "C", "C", "C", "C", "C", "C", "C", "C", "H", "H", "H", "H", "H", "H", "H", "H", "H", "H", "H", "H", "H"], "coordinates": [[0.20, 0.01, -0.12], [4.16, -1.52, 0.71], [4.40, -1.71, -0.63], [3.20, -1.55, -1.24], [2.23, -1.28, -0.31], [2.83, -1.26, 0.86], [2.15, -0.93, 2.10], [0.90, -0.52, 2.14], [0.62, -0.27, 3.46], [1.71, -0.54, 4.23], [2.68, -0.96, 3.35], [4.85, -1.53, 1.44], [5.39, -1.91, -1.00], [2.97, -1.62, -2.29], [-0.36, 0.07, 3.77], [1.88, -0.47, 5.29], [3.62, -1.22, 3.60], [-2.30, 2.40, 0.89], [-2.18, 3.35, -0.30], [-2.65, 2.68, -1.59], [-0.79, 3.96, -0.41], [-0.63, 5.31, -0.10], [0.60, 5.93, -0.14], [1.71, 5.17, -0.48], [1.61, 3.82, -0.80], [2.90, 3.05, -1.06], [2.92, 2.23, -2.35], [3.23, 2.18, 0.16], [0.34, 3.18, -0.79], [0.20, 1.92, -1.15], [-3.34, 2.06, 1.02], [-1.98, 2.88, 1.82], [-1.67, 1.52, 0.74], [-2.85, 4.19, -0.10], [-2.02, 1.82, -1.82], [-2.60, 3.38, -2.43], [-3.70, 2.35, -1.49], [-1.51, 5.88, 0.18], [0.70, 6.99, 0.09], [2.69, 5.64, -0.50], [3.69, 3.80, -1.14], [2.20, 1.43, -2.30], [3.92, 1.81, -2.50], [2.68, 2.86, -3.21], [2.41, 1.49, 0.35], [3.37, 2.80, 1.05], [4.15, 1.59, -0.01], [-3.56, -0.87, -0.50], [-1.83, -1.44, -0.37], [-1.77, -2.67, -1.71], [-1.19, -2.28, -2.91], [-1.19, -3.13, -4.01], [-1.75, -4.40, -3.90], [-2.32, -4.80, -2.70], [-2.33, -3.95, -1.61], [-1.82, -2.44, 1.15], [-0.78, -3.36, 1.34], [-0.64, -4.03, 2.55], [-1.53, -3.79, 3.59], [-2.56, -2.88, 3.41], [-2.70, -2.21, 2.20], [-3.70, -0.46, -1.50], [-3.77, -0.08, 0.22], [-4.25, -1.71, -0.35], [-0.74, -1.29, -2.99], [-0.74, -2.81, -4.94], [-1.75, -5.07, -4.75], [-2.75, -5.79, -2.61], [-2.78, -4.27, -0.67], [-0.07, -3.53, 0.54], [0.17, -4.74, 2.68], [-1.42, -4.31, 4.53], [-3.26, -2.69, 4.22], [-3.51, -1.49, 2.08]], "total_energy_ha": -1985.50327, "molar_mass_g_mol": 619.50, "homo_energy_ha": -0.222}